{"formula": "C41H110N16O17", "method": "ωB97M-V/def2-TZVPD", "elements": ["C", "O", "C", "C", "N", "C", "C", "O", "C", "H", "H", "H", "H", "H", "H", "H", "H", "H", "H", "H", "H", "H", "H", "H", "C", "O", "C", "C", "N", "C", "C", "O", "C", "H", "H", "H", "H", "H", "H", "H", "H", "H", "H", "H", "H", "H", "H", "H", "C", "O", "C", "C", "N", "C", "C", "O", "C", "H", "H", "H", "H", "H", "H", "H", "H", "H", "H", "H", "H", "H", "H", "H", "C", "O", "C", "C", "N", "C", "C", "O", "C", "H", "H", "H", "H", "H", "H", "H", "H", "H", "H", "H", "H", "H", "H", "H", "C", "O", "C", "C", "N", "C", "C", "O", "C", "H", "H", "H", "H", "H", "H", "H", "H", "H", "H", "H", "H", "H", "H", "H", "C", "O", "C", "C", "N", "C", "C", "O", "C", "H", "H", "H", "H", "H", "H", "H", "H", "H", "H", "H", "H", "H", "H", "H", "C", "O", "N", "N", "H", "H", "H", "H", "C", "O", "N", "N", "H", "H", "H", "H", "C", "O", "N", "N", "H", "H", "H", "H", "C", "O", "N", "N", "H", "H", "H", "H", "C", "O", "N", "N", "H", "H", "H", "H"], "coordinates": [[4.48, -0.30, 5.02], [4.67, -0.52, 3.62], [6.07, -0.33, 3.30], [6.11, -0.17, 1.77], [5.14, 0.84, 1.32], [5.24, 1.09, -0.17], [4.36, 2.39, -0.42], [4.46, 2.56, -1.87], [3.94, 3.81, -2.31], [3.44, -0.46, 5.29], [4.85, 0.69, 5.28], [5.06, -1.08, 5.53], [6.70, -1.20, 3.47], [6.47, 0.54, 3.83], [5.87, -1.12, 1.29], [7.14, 0.06, 1.48], [4.22, 0.49, 1.54], [4.83, 0.23, -0.70], [6.28, 1.17, -0.49], [4.51, 3.17, 0.33], [3.31, 2.15, -0.24], [3.81, 3.91, -3.39], [4.55, 4.60, -1.87], [2.97, 3.97, -1.85], [-2.87, -1.69, 5.51], [-1.66, -2.36, 5.78], [-0.52, -1.65, 5.41], [0.74, -2.55, 5.44], [0.84, -3.43, 6.56], [2.27, -3.87, 6.77], [2.45, -4.69, 8.05], [2.27, -3.75, 9.10], [2.56, -4.18, 10.42], [-2.93, -0.90, 6.26], [-3.76, -2.28, 5.73], [-2.96, -1.18, 4.56], [-0.50, -0.68, 5.91], [-0.65, -1.54, 4.34], [1.53, -1.81, 5.43], [0.76, -3.16, 4.53], [0.55, -2.97, 7.42], [2.94, -3.01, 6.67], [2.64, -4.42, 5.91], [3.43, -5.18, 8.11], [1.76, -5.52, 8.12], [3.57, -4.57, 10.57], [1.96, -5.07, 10.58], [2.31, -3.50, 11.23], [0.23, 4.24, -1.58], [0.69, 5.10, -0.56], [0.67, 4.47, 0.77], [0.70, 5.68, 1.71], [1.92, 6.43, 1.64], [3.17, 5.85, 2.06], [3.27, 5.89, 3.65], [4.49, 5.27, 4.14], [4.49, 3.85, 3.96], [0.38, 4.64, -2.58], [-0.85, 4.14, -1.45], [0.80, 3.32, -1.46], [1.47, 3.72, 0.75], [-0.24, 3.93, 1.03], [0.38, 5.44, 2.72], [-0.23, 6.16, 1.40], [2.00, 6.75, 0.68], [3.98, 6.47, 1.67], [3.29, 4.89, 1.56], [2.45, 5.48, 4.24], [3.25, 6.94, 3.95], [3.50, 3.40, 4.08], [5.11, 3.22, 4.59], [4.83, 3.75, 2.93], [2.94, -3.11, -4.47], [1.93, -3.72, -5.27], [1.88, -3.19, -6.51], [0.98, -4.04, -7.42], [1.23, -3.66, -8.79], [0.33, -4.44, -9.55], [0.69, -4.11, -11.00], [0.01, -5.12, -11.81], [-0.07, -4.84, -13.23], [2.81, -3.57, -3.49], [2.76, -2.04, -4.36], [3.96, -3.25, -4.84], [2.89, -3.26, -6.92], [1.59, -2.14, -6.43], [-0.04, -3.68, -7.25], [1.10, -5.11, -7.31], [2.18, -3.90, -9.03], [-0.70, -4.22, -9.27], [0.41, -5.51, -9.34], [1.77, -4.02, -11.18], [0.28, -3.13, -11.21], [-0.55, -5.56, -13.89], [0.95, -4.70, -13.61], [-0.57, -3.90, -13.45], [-5.71, -1.44, 1.89], [-4.48, -1.87, 1.40], [-4.18, -3.22, 1.76], [-2.86, -3.69, 0.94], [-1.75, -2.98, 1.51], [-0.39, -3.36, 1.01], [-0.10, -2.84, -0.41], [-0.79, -3.63, -1.35], [-0.51, -3.29, -2.66], [-5.95, -0.49, 1.41], [-5.82, -1.27, 2.96], [-6.56, -2.07, 1.62], [-4.93, -3.96, 1.48], [-3.88, -3.37, 2.80], [-2.98, -3.44, -0.12], [-2.71, -4.77, 0.94], [-1.98, -2.01, 1.38], [-0.27, -4.44, 1.11], [0.27, -2.81, 1.68], [0.99, -2.82, -0.51], [-0.45, -1.82, -0.51], [-0.50, -2.21, -2.78], [-1.00, -3.88, -3.43], [0.54, -3.52, -2.89], [-0.60, 1.70, 4.27], [-0.93, 1.01, 3.09], [-2.12, 1.43, 2.52], [-2.64, 0.37, 1.51], [-1.71, 0.20, 0.44], [-1.61, 1.38, -0.49], [-0.65, 0.78, -1.60], [0.67, 0.71, -0.98], [1.75, 0.59, -1.85], [0.28, 1.21, 4.68], [-1.33, 1.58, 5.07], [-0.25, 2.73, 4.14], [-1.86, 2.36, 2.01], [-2.90, 1.59, 3.26], [-3.61, 0.65, 1.11], [-2.66, -0.60, 2.01], [-0.78, 0.04, 0.79], [-1.25, 2.35, -0.14], [-2.58, 1.53, -0.97], [-0.79, 1.36, -2.52], [-1.00, -0.23, -1.83], [2.67, 0.39, -1.29], [1.74, 1.51, -2.42], [1.63, -0.26, -2.51], [-5.25, 2.82, 4.77], [-4.19, 3.36, 4.44], [-6.15, 2.32, 4.00], [-5.64, 2.79, 5.96], [-7.05, 1.98, 4.33], [-5.95, 2.14, 3.03], [-6.46, 2.26, 6.23], [-5.02, 3.12, 6.68], [0.48, 1.38, -5.13], [-0.66, 1.91, -5.08], [1.61, 2.07, -5.12], [0.65, 0.04, -5.17], [1.66, 3.08, -5.15], [2.52, 1.64, -4.97], [1.61, -0.20, -5.00], [-0.18, -0.52, -5.03], [-3.46, 3.54, -3.20], [-4.42, 4.11, -2.67], [-3.23, 2.30, -3.47], [-2.50, 4.24, -3.76], [-3.92, 1.64, -3.14], [-2.60, 2.04, -4.22], [-2.51, 5.25, -3.67], [-1.75, 3.77, -4.24], [-4.27, -1.08, -3.17], [-4.81, 0.01, -3.26], [-3.82, -1.59, -2.08], [-4.08, -1.92, -4.12], [-3.55, -0.90, -1.39], [-3.51, -2.55, -2.09], [-4.39, -1.63, -5.04], [-3.92, -2.88, -3.88], [-5.57, 2.64, 0.24], [-6.21, 2.10, 1.13], [-5.80, 2.42, -1.01], [-4.62, 3.52, 0.37], [-5.15, 2.80, -1.68], [-6.43, 1.67, -1.27], [-4.29, 4.02, -0.44], [-4.37, 3.78, 1.31]], "orbital_gap_ev": 8.2352, "de_lowest_kj_mol": 636.01, "smiles": "COCCNCCOC.COCCNCCOC.COCCNCCOC.COCCNCCOC.COCCNCCOC.COCCNCCOC.NC(N)=O.NC(N)=O.NC(N)=O.NC(N)=O.NC(N)=O", "molar_mass_g_mol": 1099.4, "homo_ev": -8.24, "energy_ha": -3783.047365}